1.
21
Properties=species:S:1:pos:R:3:forces:R:3:mulliken_spin:R:1 method="wB97M-V/def2-TZVPD" multiplicity=2 charge=+2 e_lumo_ev="-6.865 / -14.827" homo_energy_ha="-0.6924 / -0.6770"
C 0.830 -0.663 1.688 2.44 -0.51 4.93 0.03
C 1.876 -0.420 -0.445 -1.34 -0.59 -0.58 -0.01
N 1.507 -1.267 0.580 -0.53 1.17 -2.37 0.06
N 2.174 0.876 -0.236 -0.16 -1.31 0.80 0.00
N 1.738 -0.750 -1.735 2.36 4.63 1.88 0.01
H 1.093 -2.210 0.329 1.01 1.52 0.14 0.00
H 1.688 1.303 0.506 0.13 0.63 1.19 0.00
H 2.683 1.498 -0.831 0.12 -0.13 -0.66 0.00
H 1.594 -1.555 -2.169 -0.69 -4.92 -1.48 0.00
H 2.316 -0.129 -2.285 -0.39 0.02 -0.66 0.00
H 1.228 -1.385 2.612 -2.29 1.79 -1.98 0.00
H -0.213 -0.461 1.507 -0.94 -0.91 0.16 0.00
H 1.129 0.358 2.137 0.54 -1.48 -1.37 0.00
C -2.702 0.144 0.276 3.77 2.75 0.44 0.22
C -2.163 1.158 -0.737 0.57 -0.75 5.10 0.11
H -3.751 -0.025 0.266 -2.71 -0.87 0.38 0.19
H -2.465 -0.917 0.016 -0.35 -0.21 -0.48 0.13
H -2.492 0.468 1.376 -0.71 -0.44 -1.65 0.04
H -2.774 1.159 -1.592 -1.03 -0.20 -2.00 0.09
H -1.195 0.676 -1.109 -0.33 0.96 -0.30 0.12
H -2.101 2.140 -0.154 0.51 -1.17 -1.51 0.00

2.
19
Properties=species:S:1:pos:R:3:forces:R:3:nbo_charge:R:1 method="wB97M-V/def2-TZVPD" multiplicity=1 e_lumo_ev=0.812 homo_energy_ha=-0.3246 smiles=NC[C@H](N)CS.O
N -0.980 -0.450 1.228 0.86 -0.93 -1.15 -0.84
C -0.613 -0.871 -0.148 0.29 0.41 0.54 -0.23
C 0.536 -0.046 -0.747 -0.17 -0.06 -0.30 -0.07
N 0.313 1.388 -0.733 0.14 -0.45 -0.74 -0.85
C 0.825 -0.597 -2.164 0.15 0.02 -0.01 -0.52
S 1.894 0.437 -3.213 0.12 -0.35 0.17 -0.04
H -1.978 -0.378 1.252 -0.29 0.46 0.54 0.37
H -0.522 0.427 1.401 -0.47 0.47 0.27 0.35
H -0.268 -1.898 -0.125 -0.17 -0.40 -0.12 0.18
H -1.472 -0.783 -0.813 -0.09 -0.13 -0.15 0.17
H 1.435 -0.239 -0.156 0.02 0.15 0.05 0.19
H -0.617 1.687 -0.979 -0.19 -0.06 0.16 0.36
H 0.646 1.825 0.092 0.08 0.47 0.55 0.37
H 1.328 -1.561 -2.058 0.16 0.09 -0.04 0.23
H -0.072 -0.826 -2.734 -0.32 0.20 0.14 0.21
H 1.133 1.530 -3.150 -0.04 0.11 0.06 0.13
O -0.803 0.372 4.191 -0.38 0.11 0.86 -0.93
H -0.755 -0.020 5.073 -0.28 0.24 -0.06 0.47
H -0.031 0.004 3.784 0.58 -0.35 -0.76 0.47

3.
20
Properties=species:S:1:pos:R:3:forces:R:3:nbo_charge:R:1 method="wB97M-V/def2-TZVPD" multiplicity=1 e_lumo_ev=0.920 homo_energy_ha=-0.3033 smiles=CCSC.CC
C 2.942 0.744 -1.284 1.50 0.65 -1.44 -0.64
C 1.794 1.734 -1.470 0.15 1.04 -2.09 -0.53
S 0.063 1.278 -1.779 -0.03 0.10 -0.74 0.19
C -0.147 -0.399 -1.270 0.16 -1.52 -0.90 -0.78
H 3.610 1.043 -0.466 -0.45 -0.15 0.10 0.22
H 3.598 0.886 -2.189 -0.51 -0.42 0.77 0.21
H 2.775 -0.325 -1.236 -0.55 -0.03 0.23 0.22
H 1.687 2.399 -0.645 0.48 0.57 0.63 0.21
H 2.026 2.374 -2.436 -0.41 -1.05 2.12 0.22
H -0.579 -0.457 -0.283 -0.19 -0.34 0.15 0.22
H -0.730 -0.926 -2.055 -0.44 0.58 0.72 0.24
H 0.743 -1.034 -1.353 0.28 0.57 0.48 0.22
C -2.038 -0.297 2.431 -0.15 1.57 -0.81 -0.63
C -2.363 -1.606 1.741 -2.34 0.54 -0.24 -0.62
H -0.987 -0.318 2.643 0.38 0.29 1.05 0.21
H -2.155 0.641 1.843 0.17 -0.84 -0.61 0.21
H -2.712 0.020 3.228 0.45 -0.83 0.69 0.21
H -1.508 -2.208 1.538 0.51 -0.67 0.34 0.21
H -2.820 -1.437 0.772 0.01 0.20 -0.41 0.21
H -3.199 -2.112 2.269 0.97 -0.27 -0.03 0.21

Calculated F_max (Eh/bohr), listed in the same order as above: 0.107; 0.033; 0.047
Calculated relative energy (zero: lowest compared OMol25 entry of this formula, charge and spin) (kJ/mol), listed in the same order as above: 451.2; 51.7; 129.4